[1]
DFT (ωB97M-V/def2-TZVPD) results for C26H25HgNOSi as an isolated structure.

```
55
C26H25HgNOSi ωB97M-V/def2-TZVPD
Hg -1.34 -0.58 0.82
Si 1.16 -0.53 -0.48
O 0.10 0.63 -0.27
N -3.43 -0.39 1.20
C -1.50 -3.66 -0.47
C -1.28 2.63 2.55
C 4.37 0.35 -2.74
C -2.53 3.30 2.50
C 3.19 -1.13 3.60
C 3.54 -0.12 -1.71
C -5.12 0.99 0.66
C 2.58 -2.23 2.99
C -2.54 4.12 1.33
C -3.37 1.29 -0.98
C 1.87 -2.05 1.81
C 0.28 -2.10 -1.04
C -1.04 -4.46 -1.56
C 0.60 -2.83 -2.20
C -0.51 3.05 1.43
C -0.85 -2.42 -0.28
C -1.30 3.94 0.64
C 2.38 0.36 1.88
C 3.80 1.05 -3.82
C 1.89 -0.78 1.22
C 3.05 0.16 3.08
C 1.56 0.84 -2.84
C 2.17 0.11 -1.81
C -0.02 -4.06 -2.44
C -3.90 0.59 0.14
C 2.40 1.32 -3.86
H -4.09 1.92 -1.60
H 0.50 2.75 1.22
H 3.50 1.01 3.58
H 1.33 -2.87 1.31
H 3.76 -1.28 4.50
H -4.03 -0.45 2.05
H -2.49 1.17 -1.59
H 2.65 -3.23 3.39
H -3.38 4.75 1.02
H -3.32 3.22 3.24
H 0.32 -4.58 -3.35
H 3.96 -0.79 -0.93
H 1.35 -2.30 -2.82
H -1.47 -5.44 -1.77
H 5.44 0.17 -2.68
H 2.25 1.35 1.42
H -1.00 4.39 -0.30
H -0.95 1.94 3.34
H -3.89 -1.28 0.98
H -5.44 0.41 1.54
H 2.00 1.88 -4.73
H 0.47 0.92 -2.95
H 4.47 1.44 -4.60
H -2.29 -4.13 0.18
H -5.86 1.64 0.21
```

The lowest unoccupied orbital energy is 0.168 hartree. Its charge is -2. Its electronic energy is -1578.4249 hartree. The value obtained for the HOMO energy is 0.90 eV.



[2]
DFT (ωB97M-V/def2-TZVPD) results for C26H25IOPS3Sb2Se4W as an isolated structure.

```
64
C26H25IOPS3Sb2Se4W ωB97M-V/def2-TZVPD
W -1.15 -3.42 0.31
I 2.37 -1.75 0.23
Sb -2.61 -2.03 3.48
Sb -1.43 -6.03 -0.10
Se -2.07 -7.37 -1.92
Se 0.83 -4.98 -0.02
Se -2.09 -7.05 2.07
Se -3.61 -3.57 0.27
S -2.92 -1.60 0.87
S -4.03 -3.68 3.86
S -0.63 -3.40 2.55
P 0.11 0.72 0.38
O -0.93 -2.58 -1.30
C -0.54 1.39 4.90
C -0.27 1.04 2.15
C -0.97 -3.53 -3.48
C -0.83 2.11 -1.86
C 1.32 3.19 0.19
C 5.75 0.82 0.61
C 3.96 2.42 0.37
C 0.22 0.34 4.41
C 0.39 -1.47 -2.97
C -1.13 1.67 -0.57
C -1.17 2.26 4.02
C 4.79 -0.20 0.55
C -2.45 1.78 -0.12
C -3.12 2.75 -2.22
C 3.45 0.06 0.40
C -1.02 2.10 2.65
C -1.81 2.65 -2.67
C 2.31 4.17 0.19
C -3.43 2.32 -0.94
C -0.90 -2.22 -2.71
C 0.34 0.16 3.04
C 1.59 1.84 0.25
C -2.12 -1.35 -2.93
C 2.96 1.40 0.33
C 3.61 3.79 0.28
C 5.34 2.11 0.50
H 4.41 4.52 0.30
H 6.80 0.57 0.72
H -1.49 2.80 1.98
H -0.86 -3.34 -4.55
H -0.66 1.53 5.97
H -1.93 -4.03 -3.31
H -1.76 3.09 4.40
H -3.89 3.18 -2.85
H 2.04 5.22 0.13
H 0.48 -0.61 -2.31
H 0.39 -1.13 -4.01
H 1.25 -2.12 -2.82
H -3.03 -1.90 -2.69
H 0.28 3.51 0.15
H 6.05 2.93 0.52
H -2.07 -0.45 -2.31
H 0.19 2.04 -2.23
H 5.13 -1.23 0.61
H -4.45 2.39 -0.57
H -2.72 1.44 0.87
H -1.56 2.99 -3.67
H -0.17 -4.20 -3.16
H -2.17 -1.04 -3.98
H 0.92 -0.67 2.66
H 0.71 -0.34 5.09
```

The lowest unoccupied orbital energy (alpha / beta) is -0.060 / -0.092 hartree. Its charge is 0. Its spin multiplicity is 2. Its electronic energy is -13068.0372 hartree. The value obtained for the HOMO energy (alpha / beta) is -8.08 / -8.08 eV.



[3]
DFT (ωB97M-V/def2-TZVPD) results for a single C26H25N3O6 molecule.

```
60
C26H25N3O6 ωB97M-V/def2-TZVPD
O 6.24 1.39 0.24
O -0.40 1.86 0.12
O 0.30 -3.68 -1.24
O -4.01 0.23 5.05
O -0.58 -2.38 1.27
O -4.85 1.48 2.63
N -1.51 -0.58 -3.24
N -2.66 0.33 -1.60
N 0.95 -1.55 -1.73
C -1.44 0.49 1.80
C 5.00 0.93 -0.06
C 7.12 0.55 0.94
C 4.51 -0.34 0.28
C -5.14 1.07 4.98
C -5.77 1.01 3.59
C -0.08 -1.81 0.33
C -0.82 -1.55 -4.05
C -3.20 0.31 3.95
C 1.51 -1.84 -3.03
C -1.63 0.75 -3.53
C -0.53 0.63 0.66
C 0.68 -1.24 -4.17
C -1.06 -0.18 2.96
C 4.17 1.81 -0.74
C -3.60 0.95 2.77
C 0.99 -0.23 -1.14
C 3.23 -0.70 -0.08
C 0.40 -2.50 -0.95
C 2.40 0.18 -0.77
C -1.93 -0.26 4.03
C 0.14 -0.40 0.09
C -2.16 -0.78 -2.07
C -2.34 1.30 -2.50
C -2.71 1.06 1.72
C 2.89 1.44 -1.10
H -4.85 2.11 5.20
H 0.82 -0.16 -4.20
H -6.04 -0.03 3.37
H 1.06 -1.65 -5.11
H -1.04 2.46 0.53
H -0.96 -2.54 -3.60
H -3.06 1.51 0.80
H -2.64 2.31 -2.36
H 0.57 0.52 -1.81
H -2.24 -1.73 -1.60
H 7.34 -0.37 0.38
H -1.65 -0.76 4.94
H 2.54 -1.46 -3.08
H -0.08 -0.62 3.03
H 2.25 2.14 -1.62
H 1.52 -2.93 -3.11
H -5.83 0.72 5.75
H 6.73 0.28 1.93
H 2.86 -1.68 0.19
H -1.22 1.18 -4.42
H -6.65 1.64 3.52
H 5.13 -1.04 0.81
H -1.27 -1.56 -5.05
H 4.55 2.79 -0.99
H 8.04 1.12 1.07
```

The lowest unoccupied orbital energy is 0.002 hartree. Its charge is 0. Its electronic energy is -1621.4760 hartree. The structure (SMILES) is COc1ccc([C@@H]2/C(=C(\O)c3ccc4c(c3)OCCO4)C(=O)C(=O)N2CCCn2ccnc2)cc1. The value obtained for the HOMO energy is -8.11 eV.



So what do the calculations give for ΔE to the lowest compared entry with this formula, charge and spin? Going down the list: 106.6, 79.1, 265.7 kJ/mol.